ORCA calculation (ωB97M-V/def2-TZVPD) on a gas-phase ion, C4H4FO (charge +1).

Results
LUMO energy (alpha / beta)   -0.279 / -0.282 Ha
Net charge   +1
E_HOMO (alpha / beta)   -15.33 / -15.46 eV
2S+1   1

XYZ file:
```
10
C4H4FO | OMol25 | ωB97M-V/def2-TZVPD
F 1.70 -1.07 0.98
O 1.62 1.44 0.03
C 0.88 0.52 -0.52
C 1.02 -0.89 -0.12
C -0.56 -0.47 0.10
C -1.80 -0.67 0.35
H 1.20 2.31 0.04
H 0.61 0.55 -1.59
H -2.10 -1.48 1.03
H -2.58 -0.24 -0.30
```

ORCA calculation (ωB97M-V/def2-TZVPD) on a molecular structure, C4H4HgO.

Results
LUMO energy (alpha / beta)   -0.008 / -0.063 Ha
E_HOMO (alpha / beta)   -7.98 / -8.03 eV
Energy relative to the best compared isomer or geometry (same formula, charge and spin)   0.0 kcal per mole
2S+1   3
⟨S²⟩   2.019

XYZ file:
```
10
C4H4HgO | OMol25 | ωB97M-V/def2-TZVPD
C -0.41 1.62 0.89
C 0.16 1.28 -0.30
C 0.60 -0.11 -0.28
C -0.25 -1.18 -0.47
O -0.06 -2.34 -0.91
Hg -1.27 -4.46 -0.71
H -0.03 2.46 1.47
H -1.26 1.07 1.30
H 0.85 1.99 -0.77
H 1.68 -0.32 -0.22
```

ORCA calculation (ωB97M-V/def2-TZVPD) on 2 unconnected molecules or ions with the total composition C4H4IN.

Results
LUMO energy   -0.007 Ha
Structure (SMILES)   N#CC1=CC1.I
E_HOMO   -9.64 eV
Energy relative to the best compared isomer or geometry (same formula, charge and spin)   75.6 kcal per mole
2S+1   1

XYZ file:
```
10
C4H4IN | OMol25 | ωB97M-V/def2-TZVPD
N 2.26 -0.25 -0.67
C 1.10 -0.17 -0.74
C -0.25 -0.02 -0.64
C -1.32 0.44 -1.20
C -1.62 -0.34 0.08
H -1.88 1.11 -1.78
H -1.77 0.04 1.03
H -1.98 -1.41 -0.16
I 3.11 0.09 2.70
H 2.35 0.51 1.38
```

ORCA calculation (ωB97M-V/def2-TZVPD) on a single C4H4IN3O2 molecule.

Results
LUMO energy   -0.027 Ha
E_HOMO   -8.28 eV
Energy relative to the best compared isomer or geometry (same formula, charge and spin)   77.4 kcal per mole
2S+1   1

XYZ file:
```
14
C4H4IN3O2 | OMol25 | ωB97M-V/def2-TZVPD
C 1.47 -1.21 0.07
C 3.57 -0.72 -0.63
C 1.99 1.07 -0.26
C -0.31 0.37 0.22
N 2.70 -1.46 -0.17
N 1.11 0.19 -0.06
N 1.67 2.50 -0.43
O 2.08 3.32 0.36
O 1.24 2.78 -1.52
I 5.27 -0.02 0.29
H 0.80 -1.95 0.10
H -0.40 0.53 1.34
H -0.82 1.17 -0.33
H -0.79 -0.61 -0.06
```

Number 1: E_tot -329.40084 Ha. Number 2: E_tot -383.28844 Ha. Number 3: E_tot -507.13243 Ha. Number 4: E_tot -766.98295 Ha.